# 1
{"formula": "C4H7NO2", "method": "the ωB97M-V functional and the def2-TZVPD basis", "homo_ha": -0.362, "energy_ha": -361.745217, "gap_ev": 10.81, "charge": 0, "de_lowest_kj_mol": 356.12, "smiles": "C/C(=N\\O)[C@H]1CO1", "species": ["C", "C", "N", "O", "C", "C", "O", "H", "H", "H", "H", "H", "H", "H"], "coordinates": [[-1.336, -1.215, -0.125], [-0.371, -0.065, -0.097], [-0.599, 1.081, 0.419], [-1.861, 1.209, 0.959], [0.987, -0.090, -0.726], [2.069, 0.513, 0.038], [2.017, -0.897, -0.172], [-2.235, -0.952, -0.696], [-0.884, -2.108, -0.562], [-1.666, -1.448, 0.893], [-1.824, 2.113, 1.299], [1.010, -0.040, -1.817], [2.840, 1.084, -0.471], [1.853, 0.815, 1.060]], "forces_ev_per_a": [[0.0, 0.0, 0.0], [0.0, 0.3, 0.1], [0.2, -0.4, -0.3], [-0.3, 0.2, 0.2], [-0.2, 0.2, -0.1], [0.2, 0.3, 0.1], [0.0, -0.2, 0.1], [0.1, 0.0, 0.1], [0.0, 0.2, 0.1], [0.1, 0.1, -0.1], [-0.2, -0.2, 0.0], [0.0, 0.0, 0.2], [0.1, -0.3, 0.0], [0.1, 0.0, -0.2]]}

# 2
{"formula": "C4H7NO2", "method": "the ωB97M-V functional and the def2-TZVPD basis", "homo_ha": -0.333, "energy_ha": -361.766813, "gap_ev": 9.41, "charge": 0, "de_lowest_kj_mol": 299.42, "species": ["C", "C", "C", "N", "C", "O", "O", "H", "H", "H", "H", "H", "H", "H"], "coordinates": [[-1.581, -1.167, 0.169], [-0.759, -0.185, -0.639], [1.083, 2.239, -0.070], [1.420, 1.162, 0.623], [1.517, -0.214, 0.204], [2.393, -0.915, 0.626], [0.619, -0.615, -0.694], [-1.253, -1.175, 1.213], [-1.501, -2.180, -0.231], [-2.632, -0.859, 0.145], [-1.078, -0.136, -1.682], [-0.839, 0.813, -0.205], [0.790, 1.865, -1.074], [1.809, 1.289, 1.554]], "forces_ev_per_a": [[0.0, 0.0, 0.0], [-0.2, 0.1, 0.0], [0.1, -0.5, 0.0], [0.0, 0.4, 0.0], [0.2, -0.2, 0.0], [-0.4, 0.3, -0.2], [0.2, 0.0, 0.1], [0.0, 0.0, -0.1], [0.0, 0.1, 0.0], [0.1, -0.1, 0.0], [0.0, 0.0, 0.1], [0.0, -0.1, -0.1], [0.0, 0.1, 0.2], [0.0, 0.0, -0.1]]}

# 3
{"formula": "C4H7NO2", "method": "the ωB97M-V functional and the def2-TZVPD basis", "homo_ha": -0.367, "energy_ha": -361.828349, "gap_ev": 10.84, "charge": 0, "de_lowest_kj_mol": 137.86, "smiles": "NC(=O)C[C@H]1CO1", "species": ["N", "C", "O", "C", "C", "C", "O", "H", "H", "H", "H", "H", "H", "H"], "coordinates": [[1.818, 0.702, 1.471], [0.514, 0.394, 1.215], [-0.410, 1.022, 1.698], [0.299, -0.809, 0.307], [-1.025, -0.733, -0.427], [-1.374, 0.415, -1.256], [-0.964, -0.812, -1.845], [2.005, 1.522, 2.029], [2.586, 0.248, 1.007], [0.326, -1.709, 0.934], [1.105, -0.908, -0.429], [-1.846, -1.299, 0.012], [-0.673, 1.245, -1.350], [-2.422, 0.676, -1.396]], "forces_ev_per_a": [[0.0, 0.1, 0.0], [-0.1, 0.1, 0.1], [0.3, -0.2, -0.1], [-0.1, 0.0, 0.0], [-0.1, 0.0, 0.2], [-0.1, 0.3, 0.1], [0.0, -0.2, -0.2], [0.0, -0.1, 0.0], [-0.2, 0.0, 0.0], [0.0, 0.1, -0.1], [-0.1, 0.1, 0.1], [0.1, 0.1, -0.1], [-0.1, -0.2, 0.0], [0.2, -0.1, 0.0]]}

# 4
{"formula": "C4H7NO2", "method": "the ωB97M-V functional and the def2-TZVPD basis", "homo_ha": -0.338, "energy_ha": -361.708675, "gap_ev": 9.56, "charge": 0, "de_lowest_kj_mol": 452.06, "species": ["C", "C", "C", "N", "C", "O", "O", "H", "H", "H", "H", "H", "H", "H"], "coordinates": [[-1.383, -1.030, 0.145], [-0.418, -0.500, -0.903], [0.061, 1.466, -0.031], [0.859, 1.070, 0.962], [1.924, -0.470, 0.322], [2.768, -1.172, 0.665], [0.750, -1.002, -0.975], [-0.973, -0.803, 1.131], [-1.495, -2.121, 0.075], [-2.379, -0.581, 0.058], [-0.882, -0.167, -1.848], [-1.004, 1.528, 0.166], [0.444, 2.182, -0.769], [1.728, 1.601, 1.000]], "forces_ev_per_a": [[0.1, 0.1, 0.1], [0.2, -0.2, 0.0], [0.0, 0.2, 0.2], [-0.2, 0.2, -0.3], [0.5, -0.8, 0.1], [-1.0, 0.9, -0.3], [-0.2, -0.1, 0.1], [-0.1, -0.1, 0.1], [0.2, 0.3, -0.2], [0.2, 0.0, 0.0], [0.5, 0.4, 0.3], [0.1, -0.3, 0.1], [-0.2, -0.4, 0.0], [-0.1, -0.2, -0.2]]}

# 5
{"formula": "C4H7NO2", "method": "the ωB97M-V functional and the def2-TZVPD basis", "homo_ha": -0.322, "energy_ha": -361.693968, "gap_ev": 9.57, "charge": 0, "de_lowest_kj_mol": 490.68, "smiles": "CC1=C(CO)N1O", "species": ["C", "C", "N", "O", "C", "C", "O", "H", "H", "H", "H", "H", "H", "H"], "coordinates": [[-0.483, 1.517, 1.408], [0.086, 0.600, 0.412], [1.234, 0.616, -0.484], [0.839, 1.381, -1.677], [0.266, -0.459, -0.292], [0.054, -1.886, -0.636], [-0.831, -2.496, 0.277], [-0.852, 2.420, 0.912], [-1.303, 1.050, 1.958], [0.302, 1.814, 2.112], [1.676, 1.816, -1.894], [-1.660, -2.002, 0.252], [-0.285, -1.995, -1.676], [1.012, -2.408, -0.551]], "forces_ev_per_a": [[0.0, 0.0, 0.0], [0.0, -0.2, 0.0], [-0.1, -0.2, 0.2], [0.2, 0.1, -0.3], [0.0, 0.1, 0.2], [0.3, 0.1, -0.2], [-0.3, 0.1, 0.0], [0.0, -0.1, 0.1], [0.1, 0.1, -0.1], [-0.1, 0.0, -0.1], [-0.2, 0.0, -0.1], [0.1, -0.2, 0.0], [0.0, 0.1, 0.2], [-0.1, 0.0, 0.0]]}

# 6
{"formula": "C4H7NO2", "method": "the ωB97M-V functional and the def2-TZVPD basis", "homo_ha": -0.316, "energy_ha": -361.712203, "gap_ev": 9.29, "charge": 0, "de_lowest_kj_mol": 442.80, "species": ["C", "C", "C", "O", "C", "O", "N", "H", "H", "H", "H", "H", "H", "H"], "coordinates": [[0.172, 2.021, -0.020], [-0.466, 0.681, -0.110], [-0.143, -0.129, -1.290], [0.853, -0.523, -0.304], [0.216, -0.911, 0.957], [0.716, -0.568, 1.996], [-0.636, -1.994, 0.768], [0.981, 2.210, -0.741], [-0.629, 2.753, -0.202], [0.532, 2.188, 1.000], [-0.817, -0.939, -1.572], [0.399, 0.306, -2.134], [-0.796, -2.480, 1.638], [-0.381, -2.615, 0.013]], "forces_ev_per_a": [[0.0, -0.1, 0.1], [0.1, 0.3, -0.2], [-0.1, 0.0, -0.1], [0.1, 0.0, 0.1], [0.2, -0.1, 0.4], [-0.2, -0.1, -0.4], [0.1, 0.0, 0.1], [-0.1, -0.1, 0.1], [0.1, -0.1, 0.0], [0.0, 0.0, -0.1], [0.1, 0.1, 0.0], [-0.1, 0.0, 0.1], [0.0, 0.1, -0.1], [0.0, 0.1, 0.1]]}

# 7
{"formula": "C4H7NO2", "method": "the ωB97M-V functional and the def2-TZVPD basis", "homo_ha": -0.356, "energy_ha": -361.658563, "gap_ev": 10.14, "charge": 0, "de_lowest_kj_mol": 583.63, "species": ["O", "C", "C", "N", "C", "C", "O", "H", "H", "H", "H", "H", "H", "H"], "coordinates": [[2.156, 0.637, 0.212], [1.241, -0.035, -0.169], [0.888, -1.511, -0.206], [-0.406, -1.150, -0.844], [-0.148, 0.302, -0.729], [-1.017, 0.954, 0.348], [-1.122, 0.296, 1.492], [-0.435, 1.550, 1.319], [-0.236, 2.102, 0.566], [0.810, -1.937, 0.801], [1.529, -2.143, -0.831], [-1.185, -1.422, -0.248], [-0.177, 0.851, -1.677], [-1.897, 1.504, -0.035]], "forces_ev_per_a": [[-0.4, -0.3, -0.2], [0.4, 0.3, 0.2], [0.2, -0.2, 0.1], [-0.2, -0.1, 0.0], [0.0, 0.2, -0.1], [0.0, 0.1, -0.2], [-0.1, -0.1, 0.1], [0.1, 0.2, 0.1], [0.0, -0.1, 0.0], [0.0, 0.1, -0.1], [-0.1, 0.1, 0.1], [0.1, 0.0, -0.1], [0.0, -0.1, 0.1], [0.1, -0.1, 0.1]]}

# 8
{"formula": "C4H7NO2", "method": "the ωB97M-V functional and the def2-TZVPD basis", "homo_ha": -0.307, "energy_ha": -361.592305, "gap_ev": 7.84, "charge": 0, "de_lowest_kj_mol": 757.59, "smiles": "C=C1[N@@H+](O)[C@]1(C)[O-]", "species": ["C", "N", "C", "C", "C", "O", "O", "H", "H", "H", "H", "H", "H", "H"], "coordinates": [[-1.637, -0.020, 0.142], [1.120, 0.080, -1.109], [-0.368, 0.765, -0.359], [0.711, 0.401, 0.610], [0.896, -0.148, 1.784], [0.870, -0.905, -2.100], [-0.524, 1.949, -0.721], [1.513, -1.607, -1.912], [1.378, 0.939, -1.601], [-2.331, 0.695, 0.582], [-1.546, -0.775, 0.921], [-2.026, -0.511, -0.751], [0.094, -0.245, 2.510], [1.850, -0.618, 2.004]], "forces_ev_per_a": [[-0.1, -0.7, -1.6], [-0.7, 0.5, 0.6], [0.0, 2.3, 4.0], [-1.5, -1.1, -2.0], [1.8, -0.6, -0.8], [0.7, -0.5, 1.3], [-0.2, -0.5, -0.9], [-0.1, 0.1, -0.2], [-0.1, -0.2, 0.4], [0.1, 0.3, -0.7], [0.7, -0.2, -0.3], [-0.7, 0.1, 0.2], [0.1, 0.8, 0.0], [-0.2, -0.3, 0.1]]}

# 9
{"formula": "C4H7NO2", "method": "the ωB97M-V functional and the def2-TZVPD basis", "homo_ha": -0.342, "energy_ha": -361.826088, "gap_ev": 9.98, "charge": 0, "de_lowest_kj_mol": 143.80, "smiles": "C=C(CO)NC=O", "species": ["C", "C", "C", "C", "H", "H", "H", "H", "H", "H", "H", "N", "O", "O"], "coordinates": [[-0.282, 1.329, 0.307], [-0.653, -0.111, 0.020], [-1.896, -0.576, -0.005], [1.709, -0.894, -0.078], [1.454, 1.540, -0.408], [0.153, 1.330, 1.392], [-1.240, 1.856, 0.367], [-2.811, 0.049, -0.054], [-2.080, -1.608, -0.218], [0.069, -1.982, -0.487], [2.242, -1.844, -0.205], [0.404, -1.025, -0.282], [0.590, 1.858, -0.604], [2.343, 0.078, 0.254]], "forces_ev_per_a": [[-0.1, -1.2, 2.6], [0.2, 0.1, -0.4], [-0.9, 0.7, -0.6], [1.3, -1.0, 0.3], [1.3, -0.6, 0.4], [-0.6, 0.1, -1.7], [0.4, 0.3, -0.3], [1.0, -0.2, 0.5], [0.0, -0.6, 0.0], [0.5, 1.0, 0.1], [0.0, -0.3, -0.3], [-2.0, -0.7, 0.2], [-1.2, 1.4, -1.1], [0.2, 0.9, 0.2]]}